The following is a DFT calculation (ωB97M-V/def2-TZVPD) of C3H5FO in the gas phase in a non-equilibrium geometry.

Computed properties:
Energy: -7953.0687 eV
Energy relative to the best compared isomer or geometry (same formula, charge and spin): 79.3 kcal per mole
SMILES: C=C(F)CO
Orbital gap: 11.009 eV

Geometry as XYZ:
```
10
Properties=species:S:1:pos:R:3:forces:R:3:mulliken_charge:R:1
C -1.55692 -0.29126 -0.05808 -6.812 -1.885 -7.401 -0.638
C -0.39235 0.22584 0.08257 0.065 -0.448 2.596 0.569
F -0.37866 1.54062 0.16599 0.485 2.225 0.268 -0.265
C 0.92223 -0.32199 0.36407 0.189 -5.611 2.070 -0.368
O 1.65495 0.36121 -0.51699 3.186 -0.927 -2.379 -0.456
H -2.36203 0.51508 -0.67391 2.192 -1.853 2.715 0.211
H -1.89865 -1.27887 -0.80746 1.733 2.139 3.380 0.238
H 1.39723 -0.46424 1.41517 -1.222 1.453 -1.028 0.183
H 0.94544 -1.49329 0.18263 -0.345 2.250 -0.571 0.204
H 1.66875 1.20691 -0.15399 0.528 2.658 0.350 0.323
```
Forces are in eV/Å.



The following is a DFT calculation (ωB97M-V/def2-TZVPD) of a gas-phase ion, C8H12NO (charge +1) in a non-equilibrium geometry.

Computed properties:
Charge: +1
Energy: -12017.0274 eV
Energy relative to the best compared isomer or geometry (same formula, charge and spin): 81.2 kcal per mole
SMILES: C/C=C1/C[C@@]2(C)[C@H]3[N@@H+]1[C@]32O
Orbital gap: 10.522 eV

Geometry as XYZ:
```
22
Properties=species:S:1:pos:R:3:forces:R:3:mulliken_charge:R:1
C -2.98076 -0.27751 -1.59289 -1.288 3.936 -2.065 -1.171
C -1.48521 -0.03025 -1.70251 -0.589 -0.190 -1.777 -0.030
C -0.60522 0.17096 -0.76860 0.878 -0.853 0.853 -0.029
C 0.86131 0.35811 -0.79158 2.572 0.393 -3.863 -0.533
C 1.28650 0.30878 0.61825 -0.674 -1.478 -0.107 1.028
C 2.73764 0.33320 0.83217 1.315 1.241 1.934 -1.618
C 0.16619 0.92025 1.36962 0.679 -3.816 1.000 -0.886
N -0.82038 0.05218 0.66269 -0.017 0.541 0.495 0.028
C 0.36160 -0.64240 1.39854 0.731 3.264 -0.539 0.309
O 0.48982 -1.54224 2.34989 -0.877 -0.075 0.942 -0.494
H -3.13572 -1.19944 -1.16297 -0.695 -2.210 0.792 0.368
H -3.49637 -0.21116 -2.66911 1.253 -0.382 2.472 0.297
H -3.57759 0.53344 -0.96159 1.502 -1.577 -1.153 0.319
H -0.96590 -0.10330 -2.68691 -0.944 0.346 0.523 0.348
H 1.46954 -0.43499 -1.39887 -1.342 1.364 0.778 0.344
H 1.16127 1.40097 -1.22173 -0.528 -1.764 0.593 0.312
H 3.17090 0.93873 0.09701 0.455 1.243 -1.330 0.468
H 3.26653 -0.57314 0.66530 -0.176 -1.316 0.061 0.378
H 3.17264 0.77680 1.75563 -0.897 -0.480 -0.182 0.381
H 0.06557 1.75508 1.98834 -0.642 0.886 0.921 0.418
H -1.75894 -0.02576 0.99660 -0.676 -0.030 0.592 0.364
H 0.61658 -2.50834 2.22272 -0.040 0.958 -0.940 0.395
```
Forces are in eV/Å.



The following is a DFT calculation (ωB97M-V/def2-TZVPD) of C3H8O2 in the gas phase.

Computed properties:
Energy: -7335.3603 eV
Energy relative to the best compared isomer or geometry (same formula, charge and spin): 15.9 kcal per mole
SMILES: C[C@@H](O)CO
Orbital gap: 10.937 eV

Geometry as XYZ:
```
13
Properties=species:S:1:pos:R:3:forces:R:3:mulliken_charge:R:1
C -1.59808 0.23603 0.28741 -0.022 0.028 0.026 -1.180
C -0.29430 -0.45259 -0.08695 -0.053 0.108 0.287 0.439
O -0.21654 -0.49137 -1.49915 0.179 -0.140 -0.156 -0.565
C 0.92876 0.28389 0.44305 -0.249 0.119 0.098 -0.623
O 2.08317 -0.38053 -0.05955 0.248 0.100 -0.069 -0.522
H -1.47262 1.31882 0.39032 0.001 -0.101 -0.080 0.309
H -2.00699 -0.15023 1.22158 0.054 0.032 0.000 0.326
H -2.32256 0.05269 -0.50804 0.014 -0.005 0.111 0.327
H -0.28051 -1.47808 0.31829 0.001 0.130 -0.111 0.222
H 0.66938 -0.83005 -1.69357 -0.127 0.056 -0.085 0.340
H 0.89028 1.32224 0.08807 -0.003 -0.140 0.025 0.360
H 0.94541 0.29484 1.54154 -0.025 -0.059 -0.147 0.254
H 2.67459 0.27433 -0.44299 -0.018 -0.127 0.102 0.313
```
Forces are in eV/Å.



The following is a DFT calculation (ωB97M-V/def2-TZVPD) of 2 unconnected molecules or ions with the total composition C8H6I2N2O2 in a non-equilibrium geometry.

Computed properties:
Energy: -31667.0332 eV
Energy relative to the best compared isomer or geometry (same formula, charge and spin): 18.6 kcal per mole
Orbital gap: 7.826 eV

Geometry as XYZ:
```
20
Properties=species:S:1:pos:R:3:forces:R:3:mulliken_charge:R:1
C -1.08579 0.71912 -0.29407 0.095 -1.174 1.579 -1.009
C 0.38523 -0.97550 -1.90769 0.544 -0.612 -0.171 0.730
C -0.80174 2.53129 -1.88104 0.538 0.539 -1.426 0.554
C -0.69939 -0.92644 1.49452 0.557 -0.469 0.325 -0.121
C 1.16690 0.58765 0.71016 0.433 -1.901 1.407 -0.499
C -1.87458 -1.49417 1.32642 -0.056 -2.010 0.878 -0.854
C 2.11060 -0.15108 1.32633 0.201 1.842 0.062 -0.584
C -0.25558 0.13023 0.61317 0.222 1.586 -1.099 1.142
N -0.58954 1.60535 -1.16998 0.225 1.022 0.198 -0.100
N 1.12712 -0.13406 -2.30479 0.991 1.063 -0.851 -0.546
O -0.14915 -1.94669 -1.57507 -0.882 -0.815 0.268 -0.433
O -0.75028 3.33796 -2.72205 -0.494 0.471 0.155 -0.452
I -2.46038 -3.28858 2.29367 0.221 0.609 -0.001 0.041
I 3.93589 0.89418 1.94986 -1.091 -0.985 -0.572 -0.006
H -2.13281 0.47952 -0.45861 0.140 -0.148 0.437 0.310
H 0.04928 -1.30173 2.21413 -0.861 0.248 -0.237 0.289
H 1.53645 1.53815 0.42288 -0.536 0.980 -0.581 0.365
H -2.56550 -1.34257 0.54113 -0.427 0.612 -0.556 0.330
H 1.98386 -1.13448 1.72541 0.213 -0.359 0.142 0.510
H 1.06942 0.87185 -2.30435 -0.035 -0.498 0.043 0.331
```
Forces are in eV/Å.